Here is C32H57BiO5Si4Te as an isolated structure from OMol25. Energies are from wB97M-V/def2-TZVPD.

```
100
Properties=species:S:1:pos:R:3:forces:R:3
C 2.477469 5.941441 -0.065496 0.007 0.868 -0.319
C 1.281262 5.386041 0.762274 0.350 0.378 -0.120
C 3.542371 4.833570 -0.144500 -0.105 0.039 -0.188
C 3.258818 3.956280 1.067450 0.011 -0.047 -0.185
H 4.525891 5.308157 -0.155753 -0.098 -0.353 0.021
H 3.413245 4.255925 -1.072054 -0.057 0.141 0.219
C 1.728808 4.010557 1.229797 0.169 -0.734 -0.105
H 0.388599 5.360044 0.131840 -0.014 -0.026 0.192
H 1.108981 6.028683 1.632681 -0.103 -0.038 -0.158
C 1.284318 2.859470 0.318864 -0.582 -0.889 -0.458
H 1.405338 3.780135 2.249011 0.082 0.205 -0.050
H 3.796805 4.377803 1.928501 -0.092 -0.329 -0.054
C 3.524083 2.458736 0.830921 0.387 -0.039 0.484
C 2.177507 6.391571 -1.466783 -1.603 -0.474 -0.865
C 3.103395 7.242733 0.464526 1.411 -0.427 1.148
O 4.269943 7.285830 0.814801 -1.570 0.509 -0.191
O 1.127100 6.264332 -2.069383 1.151 0.172 0.478
O 3.259099 7.015205 -1.979192 -0.484 -0.213 -0.460
O 2.364340 8.375276 0.501729 -0.160 -0.028 0.206
C 0.947099 8.491617 0.203255 0.373 -0.174 0.060
H 0.356392 7.633474 0.556323 0.320 0.376 -0.227
H 0.805327 8.638180 -0.874749 0.001 -0.119 0.277
H 0.648463 9.396333 0.739322 -0.039 -0.205 -0.126
C 3.043874 7.527156 -3.293912 0.036 0.155 -0.284
H 2.846865 6.716741 -4.009764 0.041 0.238 0.265
H 3.965358 8.049601 -3.545783 -0.091 -0.037 -0.061
H 2.194441 8.224361 -3.295258 0.234 -0.218 -0.048
O 2.374129 1.929083 0.186979 0.007 0.890 0.360
H 1.019264 3.198771 -0.696033 0.034 0.089 0.205
H 0.427889 2.281152 0.706917 0.279 0.418 -0.188
C 3.717767 1.791300 2.196124 -0.035 -0.340 0.178
C 4.719498 2.145701 -0.063908 0.343 -0.034 0.038
H 5.560986 2.827728 0.120258 -0.154 -0.079 -0.023
H 4.451942 2.163870 -1.126614 -0.015 0.119 0.266
H 5.060470 1.137866 0.172626 0.045 -0.082 -0.162
H 3.668732 0.699417 2.081654 -0.037 0.276 0.036
H 2.948684 2.096856 2.922296 0.143 -0.101 -0.283
H 4.698913 2.056455 2.609914 -0.088 -0.014 -0.035
Bi -0.824414 -1.890157 -0.281704 0.897 1.941 0.869
C -1.529633 -0.942324 2.337229 -0.638 0.954 0.066
C -0.774149 0.219945 2.665192 -0.478 -0.335 -0.215
C -1.390175 1.336439 2.053772 -0.144 -0.376 0.014
H 0.116686 0.236192 3.295216 -0.193 -0.025 -0.272
C -2.525781 0.890314 1.333051 -0.033 -0.546 0.339
C -2.656638 -0.514835 1.524691 0.723 0.497 0.676
H -3.509374 -1.125813 1.235460 0.231 0.059 -0.092
H -1.358232 -1.938159 2.736235 -0.011 0.137 -0.081
H -1.061723 2.374807 2.145832 -0.108 -0.310 -0.067
H -3.200731 1.515475 0.747228 0.195 -0.174 0.146
C 0.662361 -0.734307 -2.754782 -0.680 0.101 -0.511
C -0.734879 -1.131730 -2.738249 0.265 0.762 -0.111
C -1.511786 0.080992 -2.539335 0.765 -0.130 -0.683
H -1.126338 -2.083446 -3.095706 0.075 0.295 0.043
C -0.612523 1.167100 -2.515827 -0.325 -0.821 -0.034
C 0.713733 0.661838 -2.648539 -0.099 -0.227 -0.077
H 1.613739 1.282578 -2.691193 -0.267 -0.313 0.223
H 1.501791 -1.418813 -2.901786 -0.293 0.287 0.134
H -2.600578 0.130421 -2.498240 0.312 0.023 0.041
H -0.883905 2.219339 -2.447468 0.031 -0.238 0.170
C -0.482855 -4.823052 3.661504 -0.197 -0.153 0.450
Si -1.687136 -5.264205 2.284937 0.397 0.493 -0.827
C -2.145998 -7.091085 2.405112 -0.190 -0.225 0.426
C -3.272031 -4.258549 2.474721 -0.207 -0.067 0.406
Si -0.649441 -4.865224 0.228850 -0.281 -0.203 -0.537
Te 1.427747 -3.463797 0.533486 0.916 -0.026 0.297
Si 0.642913 -6.750380 -0.352374 -1.049 0.906 0.523
C -0.424488 -8.251347 -0.774850 0.354 -0.539 -0.180
C 1.695840 -6.337355 -1.850625 0.428 -0.376 -0.163
C 1.703205 -7.211027 1.137455 0.422 -0.389 -0.105
Si -2.410043 -4.823228 -1.345521 0.778 -0.135 1.014
C -3.513115 -6.347366 -1.061775 -0.566 -0.141 -0.490
C -3.568231 -3.336217 -1.222060 -0.570 0.163 -0.602
C -1.682929 -4.959040 -3.078023 -0.256 0.013 -0.464
H -0.992705 -4.967362 4.626528 0.157 0.043 -0.018
H -0.141839 -3.782376 3.603836 -0.098 -0.210 -0.119
H 0.406242 -5.466657 3.645112 -0.146 0.115 -0.073
H -2.561250 -7.256001 3.412036 0.013 -0.145 -0.150
H -2.912346 -7.380588 1.673752 0.200 0.106 0.118
H -1.282406 -7.758163 2.283987 -0.144 0.189 0.011
H -3.097932 -3.177023 2.519120 0.060 -0.206 -0.088
H -3.998835 -4.453280 1.676524 0.180 -0.046 0.099
H -3.738934 -4.547228 3.429063 -0.067 0.065 -0.106
H -1.005895 -8.097074 -1.693129 0.132 -0.018 0.181
H 0.266875 -9.092118 -0.944275 -0.259 -0.099 -0.056
H -1.109954 -8.530408 0.035953 0.138 0.122 -0.168
H 2.358004 -5.484005 -1.661701 -0.211 -0.183 0.034
H 2.315388 -7.218744 -2.075325 0.033 0.121 -0.147
H 1.090767 -6.109787 -2.736808 0.056 -0.055 0.208
H 2.440163 -6.430907 1.367356 -0.207 -0.138 -0.082
H 1.106349 -7.398751 2.041306 0.058 0.050 -0.264
H 2.240094 -8.137855 0.880899 0.066 0.072 0.228
H -3.976961 -6.362068 -0.066509 0.140 0.124 -0.166
H -4.329715 -6.302873 -1.800157 -0.032 -0.181 0.123
H -2.995700 -7.303919 -1.206149 -0.012 0.257 0.057
H -3.128187 -2.343456 -1.412246 -0.241 -0.615 0.000
H -4.335815 -3.473239 -1.998579 -0.183 -0.061 0.070
H -4.081939 -3.290597 -0.253778 0.175 -0.034 -0.101
H -1.057344 -4.098801 -3.347547 -0.109 -0.192 0.142
H -1.076834 -5.865714 -3.208752 -0.171 0.140 0.137
H -2.513668 -5.006859 -3.798852 0.174 0.021 -0.039
```
Forces are in eV/Å.

Properties
Net charge   -2
Max |F|   2.3 eV/Å
HOMO energy   0.6 eV
Gap between HOMO and LUMO   2.851 eV
Energy   -88990.49149 eV

Atomic partial charges in e from the Löwdin method, atoms 1 to 8: atom 1 (C): -0.24, atom 2 (C): -0.05, atom 3 (C): -0.05, atom 4 (C): -0.18, atom 5 (H): 0.13, atom 6 (H): 0.14, atom 7 (C): -0.21, atom 8 (H): 0.13

***

Here is a 24-piece molecular cluster, C32H57Cl46INO2P overall from OMol25. Energies are from wB97M-V/def2-TZVPD.

```
140
Properties=species:S:1:pos:R:3:forces:R:3
C 4.855620 1.354566 -1.405858 0.150 -0.264 0.080
C 5.701271 2.589592 -1.755725 -0.432 -0.203 -0.435
I 6.999083 3.016126 -0.091357 -0.020 -0.106 -0.033
C 4.901423 3.860747 -2.176144 -0.393 -0.550 0.067
C 3.496263 3.831310 -1.613835 -0.443 0.796 1.690
C 3.130843 4.290554 -0.370562 0.350 -0.728 -1.540
C 1.687787 4.159542 0.046735 -0.521 0.918 0.463
O 1.088381 5.016172 0.693947 0.980 -1.493 -0.716
C 1.007235 2.905587 -0.464965 0.520 -0.740 -1.664
C 1.346504 2.453783 -1.720487 0.068 0.750 1.915
P 0.611860 0.959390 -2.447435 -1.130 0.131 -0.368
N -0.881353 1.068970 -2.931098 0.512 0.253 0.360
C 2.384023 3.260384 -2.475603 -0.138 0.279 -0.718
O 2.305390 3.475837 -3.679327 0.299 -0.555 1.458
H 4.273464 1.466904 -0.477814 0.132 0.143 -0.389
H 5.515964 0.486409 -1.258934 -0.197 0.290 -0.088
H 4.175324 1.092302 -2.239579 0.201 0.208 0.270
H 6.342560 2.319309 -2.606955 0.110 0.215 0.566
H 5.445658 4.762865 -1.879238 -0.229 -0.174 -0.202
H 4.829117 3.804980 -3.271959 -0.031 0.281 0.314
H 3.858739 4.730578 0.324303 -0.462 0.040 -0.377
H 0.279157 2.378128 0.169530 0.238 0.445 -0.293
H 0.831606 -0.067431 -1.488052 0.083 0.540 -0.223
H 1.521313 0.609801 -3.470041 0.172 0.015 0.235
H -1.253502 1.998532 -2.744720 -0.100 -0.253 -0.177
C 0.050832 -0.769034 3.420661 0.088 -0.238 0.126
Cl 1.711904 -0.514511 2.867988 -0.112 0.268 0.042
Cl -0.980069 0.652408 3.251574 -0.017 0.070 -0.143
H -0.373611 -1.576730 2.836968 -0.014 -0.006 -0.078
H 0.082667 -1.029898 4.472475 0.030 0.029 -0.018
C 1.967476 -3.597127 -0.208220 0.242 -0.143 -0.181
Cl 2.132071 -2.021314 -1.033303 0.100 -0.392 0.280
Cl 2.411000 -3.547911 1.494202 -0.096 0.120 -0.061
H 0.939290 -3.925123 -0.303081 -0.028 0.109 0.053
H 2.643469 -4.283908 -0.701227 -0.005 -0.015 -0.038
C 5.829929 4.972202 -6.321672 -0.184 -0.003 0.075
Cl 6.910996 6.155279 -7.067189 0.056 0.022 -0.078
Cl 6.692410 3.906646 -5.204803 0.097 -0.045 -0.070
H 5.066255 5.508544 -5.768923 0.063 0.035 0.014
H 5.382632 4.370946 -7.103921 0.085 -0.013 0.013
C 3.400718 -7.850321 0.135112 0.111 -0.049 0.253
Cl 2.439674 -7.065540 -1.121342 -0.078 0.037 -0.068
Cl 3.480576 -6.897973 1.636391 -0.036 -0.304 -0.364
H 2.938709 -8.807233 0.337636 -0.028 0.085 0.151
H 4.411228 -7.992695 -0.232261 0.000 0.131 0.001
C 5.572093 -6.635501 -3.531976 -0.128 -0.081 0.028
Cl 7.325650 -6.427330 -3.528655 -0.004 0.036 0.001
Cl 4.704016 -5.158841 -3.085066 0.125 0.069 -0.080
H 5.259861 -6.926364 -4.528010 0.026 0.054 -0.003
H 5.318523 -7.406240 -2.812906 -0.002 0.036 0.011
C 7.187642 -1.039159 -5.014515 0.052 -0.103 -0.066
Cl 8.898558 -0.617520 -4.893845 0.001 -0.025 -0.011
Cl 6.151712 0.205593 -4.309600 -0.096 -0.004 -0.047
H 6.930194 -1.145909 -6.061897 0.016 0.053 0.016
H 7.018888 -1.964641 -4.477501 0.021 0.005 0.039
C -2.417994 -3.460700 0.732146 -0.002 -0.013 0.201
Cl -1.368397 -2.328821 -0.125540 -0.087 -0.022 -0.060
Cl -1.519438 -4.362661 1.973075 -0.016 0.023 0.025
H -3.204977 -2.896927 1.221377 0.062 0.015 0.013
H -2.839296 -4.194296 0.056514 0.186 0.232 -0.170
C -1.748299 3.899646 5.308570 0.069 0.003 -0.116
Cl -0.163363 3.291726 5.798580 -0.073 -0.063 0.097
Cl -3.028504 2.698887 5.553843 0.025 0.076 -0.024
H -1.983960 4.770922 5.906083 -0.024 -0.043 0.046
H -1.708604 4.155950 4.255589 0.015 -0.092 -0.003
C -3.170251 5.459129 9.237762 0.058 0.007 0.041
Cl -3.897991 5.552486 7.630006 -0.064 0.126 0.008
Cl -3.528274 3.916008 10.018920 0.016 -0.026 0.018
H -2.094890 5.550865 9.136267 -0.020 -0.041 -0.023
H -3.570197 6.261860 9.846057 -0.051 -0.041 -0.018
C -4.361246 -2.588124 -6.885679 0.041 0.048 -0.023
Cl -5.475607 -2.917251 -5.551306 -0.085 0.027 0.026
Cl -3.666340 -4.070952 -7.550184 0.001 0.033 -0.004
H -4.908775 -2.081642 -7.671648 -0.020 -0.039 0.003
H -3.559439 -1.965132 -6.507190 0.009 -0.047 0.015
C -6.466961 2.610217 3.769826 0.033 -0.010 -0.020
Cl -7.735593 3.665142 4.407099 -0.011 0.038 -0.054
Cl -6.549664 2.456986 2.009363 0.018 -0.012 0.011
H -5.503723 3.029002 4.035863 -0.020 0.024 -0.013
H -6.589284 1.626470 4.206457 -0.044 0.012 -0.016
C -5.263368 -6.595272 -1.508962 -0.196 -0.238 -0.037
Cl -5.470728 -5.370728 -2.755709 0.082 0.085 -0.005
Cl -4.565861 -5.962561 -0.010025 -0.083 -0.115 0.012
H -6.238302 -7.003387 -1.268252 0.014 0.030 0.014
H -4.610335 -7.372878 -1.887402 0.061 0.069 0.010
C -4.321279 1.115940 12.462803 -0.035 -0.005 -0.033
Cl -5.175330 1.050790 14.009899 -0.017 0.012 -0.010
Cl -2.818491 0.185764 12.491124 0.009 0.010 -0.031
H -4.966255 0.701625 11.695401 0.050 0.026 0.253
H -4.081460 2.150500 12.247700 0.016 -0.007 0.041
C 1.270438 -10.960344 2.218892 -0.089 -0.037 0.062
Cl 2.998615 -10.926553 1.838381 0.040 -0.147 0.073
Cl 0.438391 -9.524188 1.611682 -0.033 -0.009 -0.030
H 0.832156 -11.836550 1.755252 0.037 0.039 -0.057
H 1.153093 -10.998741 3.295511 0.047 0.093 -0.012
C 8.440442 6.633090 -0.150411 0.003 -0.092 0.084
Cl 9.471716 8.064296 -0.038386 0.002 -0.006 0.014
Cl 7.469779 6.626797 -1.626779 -0.009 0.083 -0.088
H 9.069720 5.750622 -0.154383 0.003 0.028 -0.048
H 7.769579 6.621893 0.700773 -0.008 0.041 -0.030
C -9.393105 -1.845532 -5.421042 0.101 -0.064 0.011
Cl -10.651039 -1.326371 -6.555108 -0.050 -0.011 0.005
Cl -9.054118 -0.605288 -4.211403 0.033 -0.036 0.005
H -9.738762 -2.739009 -4.914396 -0.045 0.044 0.004
H -8.486073 -2.046781 -5.980658 -0.024 0.063 -0.027
C -5.980238 0.559207 7.676696 -0.088 -0.058 -0.016
Cl -6.190874 2.223270 7.121329 0.003 -0.062 0.138
Cl -5.351166 0.461622 9.331560 -0.013 -0.004 -0.260
H -6.947898 0.068467 7.644499 0.230 0.137 0.164
H -5.279517 0.061624 7.014809 0.050 0.030 0.066
C 2.688792 6.308080 6.286955 -0.076 -0.026 0.064
Cl 4.414167 6.692646 6.223651 0.002 0.004 0.021
Cl 2.069456 5.738735 4.736031 0.073 0.110 -0.086
H 2.538973 5.526461 7.023350 0.036 -0.015 -0.037
H 2.148598 7.205667 6.564859 0.038 0.013 -0.045
C -9.680185 -2.462452 -9.859261 -0.090 0.042 -0.037
Cl -9.861449 -3.915567 -10.848509 -0.011 0.013 -0.001
Cl -8.076675 -2.357745 -9.119902 0.041 0.005 0.059
H -9.821461 -1.593586 -10.491380 0.054 -0.031 -0.019
H -10.417781 -2.486626 -9.066843 0.046 -0.046 0.015
C -9.151184 -2.601628 6.861002 -0.061 -0.040 0.028
Cl -8.342601 -1.222229 6.099112 -0.212 -0.095 -0.200
Cl -8.006807 -3.657452 7.692857 -0.017 -0.006 0.008
H -9.862299 -2.221349 7.584883 0.051 0.020 0.008
H -9.654168 -3.171087 6.088466 0.062 0.008 -0.017
C 5.912990 4.812787 -10.443373 0.060 0.086 -0.012
Cl 4.473186 4.168708 -9.637824 -0.026 0.013 -0.019
Cl 6.735925 3.585123 -11.411409 0.006 0.015 -0.001
H 5.603465 5.619942 -11.096872 -0.034 -0.054 -0.017
H 6.596694 5.173653 -9.684022 -0.016 -0.055 0.010
C 5.327041 9.700975 -6.380110 0.114 0.012 -0.004
Cl 4.874045 9.656536 -8.088037 0.012 0.015 -0.006
Cl 4.592054 8.382788 -5.462749 -0.098 0.019 0.109
H 6.404559 9.607545 -6.307121 -0.022 -0.053 -0.027
H 4.991299 10.640585 -5.957546 -0.050 -0.033 -0.021
C -1.165645 -9.080255 5.443193 -0.031 0.095 0.022
Cl 0.386416 -8.282679 5.176644 0.004 0.004 0.010
Cl -1.124257 -10.788978 4.979452 -0.058 -0.034 0.029
H -1.409323 -9.020572 6.497425 0.045 -0.042 -0.009
H -1.919027 -8.580789 4.845037 0.046 -0.039 -0.052
```
Forces are in eV/Å.

Properties
Max |F|   2.1 eV/Å
HOMO energy   -8.7 eV
Gap between HOMO and LUMO   7.353 eV
Energy   -633112.58856 eV

Atomic partial charges in e from the Löwdin method, atoms 1 to 8: atom 1 (C): -0.21, atom 2 (C): -0.76, atom 3 (I): 0.86, atom 4 (C): -0.22, atom 5 (C): -0.14, atom 6 (C): 0.08, atom 7 (C): -0.34, atom 8 (O): 0.09